(1)
Molecular formula: C20H30IO17V
Method: DFT, ωB97M-V/def2-TZVPD

Geometry (Å):
I -0.33 0.24 3.55
V -0.40 -0.25 0.80
O 0.05 1.33 -3.64
O 3.05 1.91 -1.19
O 1.08 -5.76 2.57
O -3.16 2.62 -0.64
O 1.92 -4.35 4.06
O 2.10 3.28 0.21
O -1.00 -3.48 6.17
O 1.49 1.02 0.25
O -1.14 1.99 0.29
O -1.87 -0.69 0.52
O -2.78 -2.74 5.07
O 1.43 -0.36 -3.27
O -1.50 4.01 -0.95
O -1.37 -4.15 4.06
O 0.54 -1.49 0.54
O -0.36 -0.04 -1.84
O 1.36 -6.43 4.80
C 1.67 -3.54 2.90
C -1.87 2.84 -0.32
C 2.96 -2.71 2.63
C -2.56 4.69 -1.58
C 3.92 3.50 -2.85
C -3.67 3.58 -1.49
C 2.14 1.97 -0.21
C 0.83 1.25 -4.84
C 1.50 -5.60 3.89
C -1.68 -3.49 5.17
C -2.39 -4.00 3.11
C 2.12 -0.88 -5.38
C -4.07 -2.08 3.04
C -3.48 -3.18 3.85
C 3.70 3.17 -1.35
C -4.91 4.18 -0.87
C 2.83 4.10 -0.64
C 1.42 -4.59 1.81
C 0.38 0.33 -2.79
C 1.94 0.30 -4.43
H -3.87 3.21 -2.50
H -2.40 4.94 -2.63
H 4.64 3.16 -0.81
H 2.31 -4.81 1.22
H 2.27 4.76 -1.31
H -4.73 -2.48 2.27
H -2.87 5.62 -1.12
H 2.87 -1.56 -4.97
H 4.55 2.70 -3.23
H 0.75 -4.10 1.10
H -2.84 -4.97 2.94
H 2.91 0.75 -4.21
H -5.71 3.44 -0.81
H 3.10 -2.10 3.52
H -2.02 -3.53 2.19
H 3.02 3.42 -3.45
H 2.57 -0.63 -6.34
H 3.88 -3.26 2.44
H 0.80 -2.93 3.10
H -4.64 -1.37 3.65
H -4.70 4.38 0.18
H -4.32 -3.80 4.16
H 1.30 2.22 -5.01
H 2.70 -1.97 1.88
H 3.48 4.73 -0.04
H 0.25 0.96 -5.71
H 1.17 -1.37 -5.58
H -5.29 5.06 -1.38
H 4.28 4.52 -3.04
H -3.31 -1.53 2.49

The value obtained for the gap between HOMO and LUMO is 7.8 eV. Its spin multiplicity is 1. For the lowest unoccupied orbital energy, the calculation gives -0.282 eV. The energy above the lowest of the compared OMol25 structures with the same formula, charge and spin comes out at 47.4 kcal per mole. For the total energy, the calculation gives -89823.09061 eV.

(2)
Molecular formula: C20H30N2O3
Method: DFT, ωB97M-V/def2-TZVPD

Geometry (Å):
O 4.49 0.95 1.39
O -5.11 -0.02 -0.14
O -3.08 -1.30 -1.24
N 3.49 1.42 -0.58
N -0.11 -1.86 -0.04
C -7.48 -0.15 -0.06
C -1.49 0.14 -0.19
C 3.00 3.83 -1.18
C -2.28 1.93 1.22
C 2.75 -2.24 0.52
C 3.00 2.70 -0.19
C 4.25 -1.90 0.50
C -0.37 -0.65 -0.81
C 0.44 -1.63 1.28
C 0.68 -2.85 -0.75
C 4.21 0.62 0.26
C -3.86 0.46 0.17
C -2.81 -0.25 -0.42
C 1.91 -1.19 1.26
C -3.60 1.54 0.99
C 2.16 -2.47 -0.87
C -6.24 0.60 0.43
C 4.66 -0.69 -0.36
C 1.70 3.20 -0.74
C -1.25 1.23 0.63
H 0.60 -3.79 -0.19
H -0.17 -0.87 1.78
H -6.18 0.56 1.53
H 3.26 2.90 0.84
H -4.40 2.09 1.46
H -2.08 2.77 1.85
H 3.31 1.13 -1.53
H 0.35 -2.56 1.84
H 3.34 3.62 -2.18
H -0.23 1.54 0.81
H 1.99 -0.23 0.77
H -7.43 -1.19 0.25
H -8.37 0.31 0.36
H -6.29 1.65 0.12
H 5.75 -0.66 -0.39
H 0.52 0.00 -0.89
H 2.24 -1.56 -1.47
H 0.24 -3.00 -1.74
H 2.27 -1.07 2.28
H 4.29 -0.80 -1.38
H -7.53 -0.10 -1.14
H -4.04 -1.41 -1.25
H 4.58 -1.70 1.52
H 1.17 2.58 -1.45
H -0.68 -0.97 -1.81
H 4.79 -2.77 0.13
H 2.66 -3.18 1.08
H 3.24 4.82 -0.83
H 2.70 -3.26 -1.39
H 1.05 3.76 -0.09

The value obtained for the gap between HOMO and LUMO is 8.8 eV. Its spin multiplicity is 1. For the lowest unoccupied orbital energy, the calculation gives 0.782 eV. The energy above the lowest of the compared OMol25 structures with the same formula, charge and spin comes out at 45.1 kcal per mole. For the total energy, the calculation gives -30349.32593 eV.

(3)
Molecular formula: C20H30N2OS
Method: DFT, ωB97M-V/def2-TZVPD

Geometry (Å):
S -5.50 1.63 0.40
O 4.29 3.46 -1.54
N -3.54 2.80 -0.98
N -2.87 1.15 0.32
C 2.92 -3.29 0.43
C -2.91 0.04 1.23
C 0.34 -2.45 -0.69
C 1.91 -2.52 1.26
C 0.89 4.00 -0.28
C 3.06 3.25 -0.99
C -3.95 1.85 -0.10
C -2.69 -1.30 0.52
C -2.00 -2.32 1.42
C 0.47 -2.80 0.80
C 1.37 -3.22 -1.52
C -2.18 2.56 -1.40
C 2.13 4.26 -0.85
C 2.75 1.96 -0.55
C -0.78 2.41 0.73
C -1.65 1.64 -0.29
C -0.51 -2.01 1.68
C 0.57 2.72 0.15
C 1.51 1.71 0.01
C 2.78 -2.93 -1.05
H -0.28 -2.25 2.72
H 4.38 4.38 -1.79
H 3.49 1.18 -0.66
H -0.33 -0.95 1.54
H -1.30 3.32 1.03
H 0.51 -1.38 -0.83
H 2.11 -1.45 1.18
H 1.17 -4.30 -1.43
H -0.66 -2.70 -1.04
H -1.06 0.81 -0.69
H -2.14 0.19 2.00
H -1.62 3.49 -1.46
H 1.28 0.71 0.36
H -3.89 0.07 1.72
H 0.27 -3.87 0.93
H -2.14 2.07 -2.38
H 3.93 -3.06 0.78
H -2.53 -2.36 2.37
H -2.09 -1.14 -0.37
H 2.01 -2.79 2.32
H 1.26 -2.95 -2.57
H -3.66 -1.69 0.20
H 3.00 -1.87 -1.19
H -2.08 -3.31 0.96
H 2.37 5.26 -1.18
H -4.21 3.24 -1.58
H 2.76 -4.36 0.56
H 0.18 4.80 -0.17
H -0.66 1.78 1.62
H 3.50 -3.50 -1.64

The value obtained for the gap between HOMO and LUMO is 8.6 eV. Its spin multiplicity is 1. For the lowest unoccupied orbital energy, the calculation gives 0.588 eV. The energy above the lowest of the compared OMol25 structures with the same formula, charge and spin comes out at 0.2 kcal per mole. For the total energy, the calculation gives -37091.31275 eV.

(4)
Molecular formula: C20H30N5O5
Method: DFT, ωB97M-V/def2-TZVPD

Geometry (Å):
O -0.48 5.48 -5.46
O 2.80 -1.14 -8.17
O -0.04 1.35 -3.24
O 3.68 0.75 -7.41
O -1.44 -1.27 -0.88
N -0.19 -2.28 5.22
N -0.12 0.45 -0.54
N -1.10 -0.14 -4.47
N 0.13 -0.68 3.55
N -0.12 3.30 -5.19
C -0.44 4.35 -5.94
C 0.26 -1.41 6.31
C -0.32 -1.87 3.91
C 2.76 -0.09 -7.49
C -0.06 1.88 -5.58
C -0.61 -1.13 1.30
C -0.75 -0.67 -0.08
C 0.32 -0.91 9.23
C -0.58 -0.08 8.30
C -0.80 4.16 -7.40
C 1.56 -1.43 8.48
C -0.97 -0.88 7.05
C 1.46 0.16 -6.70
C -0.01 -0.31 2.26
C -0.94 -2.74 3.03
C -0.40 1.00 -4.36
C -1.09 -2.38 1.70
C 1.15 -2.23 7.24
C 1.35 1.58 -6.13
C -1.63 -0.77 -5.68
H -2.42 -1.47 -5.40
H 2.15 -2.06 9.15
H -0.98 5.14 -7.85
H 0.62 -0.01 -7.37
H -1.56 -0.25 6.38
H -1.24 -0.62 -3.60
H 1.57 2.29 -6.93
H -0.85 -1.33 -6.19
H 0.36 0.67 1.98
H 0.64 0.85 -0.01
H 0.63 -0.30 10.07
H -1.57 -3.04 0.98
H -1.29 -3.71 3.37
H 0.84 -0.56 5.94
H 2.18 -0.58 8.18
H -1.61 -1.72 7.35
H -0.17 0.63 -1.54
H 2.09 1.71 -5.34
H 0.02 3.67 -7.92
H -0.04 0.82 7.99
H -1.48 0.23 8.84
H 0.62 -3.14 7.56
H 1.40 -0.56 -5.88
H -2.05 -0.03 -6.36
H 0.11 3.50 -4.23
H -0.78 1.69 -6.37
H -0.67 -3.14 5.46
H -0.25 -1.76 9.62
H -1.70 3.55 -7.47
H 2.05 -2.55 6.70

The value obtained for the gap between HOMO and LUMO is 6.2 eV. As for the net charge: -1. Its spin multiplicity is 1. For the lowest unoccupied orbital energy, the calculation gives 1.924 eV. For the total energy, the calculation gives -38919.25633 eV.

(5)
Molecular formula: C20H31BN2O3SiTi
Method: DFT, ωB97M-V/def2-TZVPD

Geometry (Å):
Ti -0.17 0.15 -0.70
Si -2.70 2.12 -0.12
O 0.00 -1.18 0.85
O 3.50 1.08 -1.49
O 0.99 1.86 -0.51
N -1.62 0.79 0.39
N -1.55 -0.55 -2.18
C -4.29 1.44 -0.79
C -1.81 3.00 -1.50
C 4.46 0.31 -2.20
C -1.49 -2.24 2.51
C 2.98 -3.06 1.84
C -2.03 -0.13 1.38
C 2.73 -4.28 1.22
C 1.74 2.64 -1.50
C -2.70 -2.17 3.20
C 2.06 -2.03 1.73
C 1.68 1.70 0.77
C -0.56 -1.07 -2.47
C 1.57 -4.48 0.49
C 0.64 -3.45 0.36
C -1.20 -1.22 1.63
C -3.56 -1.11 2.99
C 0.92 -2.26 0.99
C -3.23 -0.10 2.09
C -2.94 3.26 1.33
C 2.63 1.78 -2.34
B 0.98 -1.43 -2.44
H 1.52 -1.01 -3.42
H 5.03 0.93 -2.89
H 3.97 -0.49 -2.76
H -5.12 2.13 -0.60
H -0.80 -3.05 2.66
H 1.38 -5.43 0.01
H -4.20 1.31 -1.87
H 3.18 2.43 -3.03
H -4.49 -1.05 3.53
H 3.88 -2.91 2.42
H -2.48 4.23 1.14
H 2.42 0.91 0.68
H -4.00 3.45 1.53
H 2.17 2.63 1.03
H -3.92 0.72 1.95
H 2.21 -1.07 2.21
H -2.55 3.53 -2.11
H 2.32 3.36 -0.92
H 5.14 -0.13 -1.47
H -4.56 0.48 -0.36
H 1.00 3.16 -2.09
H 3.45 -5.08 1.32
H -0.27 -3.58 -0.20
H -2.95 -2.96 3.90
H 2.04 1.08 -2.94
H 0.92 1.48 1.51
H -1.31 2.32 -2.21
H -2.49 2.85 2.23
H -1.08 3.73 -1.14
H 1.19 -2.58 -2.18
H 1.36 -0.76 -1.46

The value obtained for the gap between HOMO and LUMO (alpha / beta) is 7.2 / 7.5 eV. As for the net charge: +1. Its spin multiplicity is 2. For the lowest unoccupied orbital energy (alpha / beta), the calculation gives -3.893 / -3.669 eV. For the total energy, the calculation gives -62030.08949 eV.

(6)
Molecular formula: C20H31BaF3N3PS2Si
Method: DFT, ωB97M-V/def2-TZVPD

Geometry (Å):
Ba -1.82 -0.36 0.54
S 0.37 -1.26 2.19
S -2.25 -3.98 0.66
P -0.28 -1.25 -2.82
Si 0.16 3.02 0.72
F 1.55 -1.83 5.06
F 2.04 0.19 4.40
F 1.34 -0.15 6.41
N -1.98 -0.41 3.03
N -0.69 -4.75 -1.32
N 0.37 -4.29 0.67
C -0.77 -4.35 -0.04
C 0.32 2.96 2.60
C -2.50 0.33 5.25
C -0.26 -0.33 4.70
C -2.83 0.04 3.95
C 0.47 -5.40 -1.91
C 0.48 4.80 0.13
C -0.69 -0.63 3.37
C 0.11 -2.11 -4.41
C -1.13 1.33 -3.37
C 1.59 1.99 0.01
C -1.50 2.38 0.20
C -1.01 2.66 -3.75
C 1.28 -1.59 -1.89
C 0.23 3.17 -4.09
C 1.17 -0.53 5.12
C -0.02 0.50 -3.34
C 1.23 1.02 -3.69
C -1.17 0.15 5.62
C 1.35 2.35 -4.06
H -2.28 2.84 0.83
H -2.10 0.93 -3.09
H 0.04 -3.19 -4.26
H -0.28 5.49 0.51
H 1.53 1.91 -1.07
H 1.31 -4.70 -2.01
H 2.55 2.44 0.26
H 1.11 -1.85 -4.75
H 1.19 -2.58 -1.44
H 1.59 0.98 0.44
H 0.33 -3.79 1.55
H -0.84 0.39 6.62
H 0.80 -6.25 -1.31
H 0.21 -5.75 -2.90
H 2.11 0.39 -3.66
H 2.32 2.74 -4.33
H -0.50 3.48 3.10
H 1.26 3.39 2.95
H -1.58 -4.89 -1.75
H 1.40 -0.86 -1.09
H 1.46 5.18 0.44
H -3.24 0.68 5.95
H -3.86 0.18 3.60
H 1.27 -4.38 0.22
H -1.72 2.67 -0.84
H 0.34 4.21 -4.37
H 0.30 1.92 2.94
H 2.16 -1.58 -2.54
H -0.62 -1.82 -5.17
H 0.44 4.85 -0.97
H -1.88 3.30 -3.76

The value obtained for the gap between HOMO and LUMO is 6.4 eV. Its spin multiplicity is 1. For the lowest unoccupied orbital energy, the calculation gives -0.088 eV. The energy above the lowest of the compared OMol25 structures with the same formula, charge and spin comes out at 16.0 kcal per mole. For the total energy, the calculation gives -73399.30647 eV.

(7)
Molecular formula: C20H31Br6NO11
Method: DFT, ωB97M-V/def2-TZVPD

Geometry (Å):
Br -0.19 -6.98 2.71
Br 2.47 -5.91 -1.84
Br 3.45 -3.16 -0.41
Br 1.07 -4.03 2.49
Br -1.81 -4.79 1.14
Br 4.03 -3.89 -3.74
O -5.58 3.17 -4.70
O 4.58 -0.05 -1.83
O 6.78 -1.00 -1.27
O 0.50 -0.41 4.11
O -0.88 -1.19 5.59
O -2.93 -0.43 -2.98
O 0.89 0.05 6.34
O -7.64 3.84 -3.96
O -3.39 -1.43 -1.03
O -6.55 2.49 -2.78
O 6.22 1.18 -0.79
N -2.65 -0.82 -1.79
C 8.14 -0.71 -0.84
C 2.85 -3.98 -2.18
C -0.02 -5.37 1.54
C 0.23 -0.45 5.41
C -0.28 0.06 -2.15
C -1.20 -0.65 -1.33
C -9.21 5.23 -5.00
C 1.76 -0.03 3.69
C 1.56 -0.65 -0.74
C -5.51 1.57 -2.60
C 1.09 -0.01 -1.93
C 5.76 -0.02 -1.34
C 5.64 3.21 0.38
C -6.46 3.24 -3.81
C -1.33 -1.46 6.95
C 0.73 -1.18 0.19
C 5.52 2.37 -0.89
C -0.41 -2.27 7.92
C -7.94 4.48 -5.14
C -0.61 -1.31 -0.20
H -9.62 5.61 -5.93
H 2.55 -0.51 -0.34
H 4.51 2.16 -1.24
H -5.77 0.73 -1.95
H -9.02 6.13 -4.41
H 1.85 1.06 3.70
H -8.06 3.66 -5.86
H 1.98 -0.26 2.65
H -9.98 4.60 -4.57
H -2.30 -1.96 6.88
H -4.62 1.92 -2.08
H 5.22 2.69 1.24
H 5.01 4.10 0.36
H 0.51 -1.69 7.94
H -0.65 0.53 -3.05
H 1.93 -3.53 -2.53
H 8.11 -0.24 0.14
H -1.32 -1.80 0.45
H 2.52 -0.41 4.37
H 0.58 -5.69 0.69
H -0.88 -2.14 8.89
H 1.81 0.61 -2.45
H 6.65 3.61 0.50
H -0.32 -3.30 7.59
H 6.01 2.98 -1.65
H 8.74 -0.08 -1.50
H 1.06 -1.57 1.14
H -7.07 5.11 -5.32
H -5.27 1.13 -3.58
H -1.63 -0.56 7.50
H 8.74 -1.62 -0.80

The value obtained for the gap between HOMO and LUMO (alpha / beta) is 3.0 / 6.6 eV. As for the net charge: -1. Its spin multiplicity is 2. For the lowest unoccupied orbital energy (alpha / beta), the calculation gives 1.505 / 1.508 eV. For the total energy, the calculation gives -465504.76104 eV.

(8)
Molecular formula: C20H31Cl2N4O3V
Method: DFT, ωB97M-V/def2-TZVPD

Geometry (Å):
V -1.40 -0.41 -0.14
Cl -1.47 1.65 0.80
Cl -3.20 -1.51 -1.20
O 0.36 -1.85 -0.35
O 3.07 1.80 -0.47
O -1.59 -1.29 1.76
N -3.50 -1.86 2.82
N 0.85 -0.08 1.91
N 2.25 0.69 3.45
N 2.24 -3.09 -0.61
C 1.52 3.81 -2.73
C 1.12 5.94 -1.72
C 1.50 5.20 -2.84
C 1.49 0.98 2.34
C 3.69 -3.20 -0.62
C 1.60 -1.93 -0.29
C -1.55 1.29 -1.99
C 0.77 3.93 -0.41
C 2.32 2.01 -1.40
C -2.72 -0.97 2.18
C 1.42 3.21 -1.47
C -3.00 -3.17 3.22
C -2.44 1.29 -3.21
C 0.69 5.34 -0.52
C 0.00 -0.62 -2.78
C 1.47 -4.27 -0.99
C -0.73 0.20 -1.75
C 2.06 -0.65 3.73
C -4.92 -1.63 2.98
C 1.19 -1.12 2.79
H 1.80 3.17 -3.57
H 1.11 -0.63 -2.70
H -3.16 -3.31 4.30
H 2.84 1.34 3.94
H 4.03 -3.48 -1.63
H 0.33 3.41 0.47
H -2.11 2.10 -3.94
H 4.02 -3.98 0.09
H 0.76 -2.12 2.70
H -1.48 2.28 -1.48
H -3.48 1.46 -2.83
H 2.54 -1.17 4.54
H -5.13 -0.62 2.58
H -0.29 -0.40 -3.82
H 1.55 -5.03 -0.20
H 1.84 5.64 -3.79
H 1.89 -4.67 -1.92
H -0.29 -1.62 -2.45
H -1.93 -3.26 3.00
H 2.25 -1.09 0.01
H -5.50 -2.38 2.42
H 0.35 5.96 0.33
H -3.08 0.06 1.99
H 4.12 -2.24 -0.33
H -5.19 -1.69 4.04
H 0.43 -4.00 -1.13
H 1.18 7.02 -1.79
H 1.42 1.98 1.93
H -2.29 0.27 -3.67
H 1.91 1.25 -2.24
H -3.55 -3.98 2.70

The value obtained for the gap between HOMO and LUMO (alpha / beta) is 7.5 / 7.5 eV. Its spin multiplicity is 3. For the lowest unoccupied orbital energy (alpha / beta), the calculation gives 0.468 / 0.476 eV. The energy above the lowest of the compared OMol25 structures with the same formula, charge and spin comes out at 61.6 kcal per mole. For the total energy, the calculation gives -84077.06995 eV.

> Number 2 is which compound?

C20H30N2O3

> Which value of spin multiplicity does entry 1 give?

1